Entry 1:
DFT (ωB97M-V with the def2-TZVPD basis set) results for a 6-piece molecular cluster, C29H47NO16S2 overall.

Its SMILES is CCSC[C@H]1C[C@](CCCS)([C@@H](C)CC)NC1=O.O=C1OCCO1.O=C1OCCO1.O=C1OCCO1.O=C1OCCO1.O=C1OCCO1. The calculation puts the frontier orbital gap at 8.4 eV.

```
95
C29H47NO16S2 (ωB97M-V with the def2-TZVPD basis set)
C -1.48586 2.41458 -4.17024
C -1.84624 0.99278 -4.60392
S -0.64977 -0.22231 -3.96004
C -1.68504 -1.19816 -2.81825
C -0.98830 -1.44222 -1.46515
C -2.05460 -1.64038 -0.36001
C -1.66213 -2.94143 0.36928
C -2.86659 -3.72725 0.93950
C -4.09967 -2.88985 1.31038
C -5.20640 -2.94898 0.26484
S -6.54692 -1.76018 0.57544
C -0.63585 -2.74722 1.51808
C 0.15084 -4.02551 1.82395
C 0.34674 -1.57773 1.33780
C 0.91606 -1.09070 2.68668
N -1.05074 -3.73257 -0.73054
C -0.29793 -2.79937 -1.49996
O 0.74648 -3.04542 -2.03522
H -1.05751 2.38994 -3.17104
H -2.35883 3.06323 -4.15284
H -0.74324 2.81085 -4.85898
H -2.82695 0.72683 -4.21583
H -1.89577 0.93384 -5.68474
H -1.89993 -2.15897 -3.28553
H -2.60714 -0.64696 -2.66954
H -0.29209 -0.63002 -1.28858
H -2.97404 -1.88417 -0.88746
H -2.20103 -0.77940 0.28411
H -3.18814 -4.50793 0.24743
H -2.54141 -4.25424 1.83269
H -3.85681 -1.85301 1.53103
H -4.53230 -3.29047 2.22871
H -5.65483 -3.93843 0.23975
H -4.83241 -2.75784 -0.73769
H -6.09305 -0.76396 -0.19213
H -1.23329 -2.53073 2.40877
H -0.39432 -4.70436 2.47723
H 0.42201 -4.55492 0.91703
H 1.07213 -3.76630 2.34431
H -0.12420 -0.72911 0.85212
H 1.16266 -1.91750 0.69978
H 0.42687 -0.16722 2.98215
H 0.74650 -1.83378 3.46322
H 1.98690 -0.92635 2.62416
H -1.73077 -4.23362 -1.28894
C 0.99492 1.49550 -8.16325
C 1.34074 2.88996 -8.65085
O 0.05695 3.52924 -8.67424
C -0.75410 2.88599 -7.80773
O -1.82470 3.26872 -7.46071
O -0.17766 1.73957 -7.38051
H 1.76593 1.05125 -7.54035
H 0.73865 0.81261 -8.97500
H 1.98358 3.42435 -7.95036
H 1.78066 2.90920 -9.64409
C 6.69208 -0.04445 3.35545
C 5.58847 -0.90826 2.77409
O 4.42561 -0.39591 3.43713
C 4.67907 0.86903 3.83230
O 3.86530 1.62383 4.25759
O 5.98998 1.16403 3.67415
H 7.49629 0.16797 2.65720
H 7.10698 -0.45932 4.27495
H 5.46788 -0.76646 1.69932
H 5.70033 -1.96669 2.98989
C 3.81883 5.12768 4.93616
C 5.20223 4.84005 4.39078
O 5.69890 6.15629 4.11880
C 5.03046 7.03774 4.90056
O 5.31916 8.18128 5.03057
O 3.98558 6.42946 5.51072
H 3.49780 4.41654 5.69077
H 3.06509 5.18408 4.14939
H 5.84918 4.36245 5.12757
H 5.19106 4.24333 3.48408
C 1.15096 5.70140 -2.97356
C 1.66499 4.52888 -2.15950
O 1.82055 3.51440 -3.15609
C 1.96470 4.11430 -4.35954
O 2.26515 3.55485 -5.36476
O 1.71245 5.43908 -4.26372
H 1.48945 6.66806 -2.61160
H 0.06334 5.70397 -3.06027
H 2.63794 4.72806 -1.70723
H 0.97127 4.19118 -1.39440
C -5.89488 -5.13738 4.98870
C -4.92484 -4.35655 5.85596
O -3.68358 -5.01984 5.59367
C -3.77010 -5.63543 4.39164
O -2.85700 -6.12378 3.81249
O -5.04590 -5.60569 3.93543
H -6.69752 -4.53252 4.57604
H -6.31706 -5.99965 5.50684
H -4.83645 -3.31383 5.54652
H -5.15180 -4.40203 6.91720
```

***

Entry 2:
DFT (ωB97M-V with the def2-TZVPD basis set) results for C28H52AsF6O22Ti as an isolated structure in a non-equilibrium geometry.

Its spin multiplicity is 4. The calculation puts the frontier orbital gap (alpha / beta) at 6.5 / 8.5 eV.

```
110
C28H52AsF6O22Ti (ωB97M-V with the def2-TZVPD basis set)
Ti -13.89934 3.70415 -20.57952
As -10.19616 1.45473 -21.43957
F -9.20976 1.27845 -19.93266
F -11.57489 2.14539 -20.63965
F -11.04621 1.59517 -23.03580
F -8.96429 0.55619 -22.45737
F -10.98408 -0.17404 -21.25586
F -9.50428 3.02604 -21.75809
C -12.90237 -1.92765 -20.04269
O -13.75837 -2.49605 -19.13127
H -11.87921 -2.24777 -19.84584
H -13.24325 -2.14454 -21.05504
H -12.91158 -0.84117 -19.95573
H -13.70104 -3.43681 -19.31370
C -12.27801 3.74807 -17.71888
O -12.70659 4.68678 -18.67256
H -13.03347 2.97422 -17.85497
H -11.27736 3.45691 -18.03826
H -12.37614 4.18701 -16.72600
H -12.18107 5.46605 -18.47720
C -11.92248 5.36700 -22.26841
O -13.19631 5.73414 -21.66240
H -11.52350 6.21266 -22.82856
H -11.23613 5.08004 -21.47175
H -12.06973 4.54490 -22.96881
H -13.55240 6.37105 -22.28622
C -7.55512 2.96188 -17.27069
O -8.39066 3.20472 -16.15890
H -6.95707 3.81663 -17.58666
H -6.95258 2.05426 -17.30645
H -8.36971 2.85826 -17.98748
H -8.38057 2.38182 -15.66462
C -11.80836 -1.97105 -23.89588
C -12.86105 -3.12030 -23.93105
C -13.98188 -2.84325 -24.93634
O -14.11257 -4.23194 -25.33741
C -13.08812 -5.00852 -25.00165
O -12.93039 -6.15823 -25.34372
O -12.22577 -4.28525 -24.28163
H -11.04748 -2.05865 -24.67144
H -11.42051 -2.04679 -22.88003
H -12.32593 -1.01244 -23.86001
H -13.33242 -3.32979 -22.97084
H -13.52609 -2.21384 -25.70068
H -14.86931 -2.41170 -24.47338
C -6.91193 5.59223 -21.36102
C -7.68984 6.79423 -20.69446
C -8.84647 7.36685 -21.42652
O -9.82568 7.55561 -20.44324
C -9.60464 6.73557 -19.43720
O -10.37415 6.60226 -18.43790
O -8.28307 6.27927 -19.59129
H -6.74555 5.82670 -22.41241
H -7.59745 4.74510 -21.33776
H -6.06127 5.26896 -20.76104
H -7.06835 7.63315 -20.38131
H -9.20130 6.61146 -22.12766
H -8.70890 8.30437 -21.96525
C -7.05913 2.79250 -24.42014
C -8.34606 2.59985 -25.30250
C -9.33285 3.71652 -25.26308
O -9.12966 4.39669 -26.46538
C -8.39782 3.58919 -27.27285
O -8.14389 3.86043 -28.45411
O -7.84873 2.67870 -26.63735
H -6.29211 2.02276 -24.50549
H -7.27061 3.04373 -23.38078
H -6.60884 3.73848 -24.72093
H -8.81624 1.63157 -25.13088
H -9.15879 4.50571 -24.53166
H -10.38296 3.42444 -25.25490
C -7.70931 -2.62975 -22.18914
C -7.16682 -2.75724 -23.55990
C -8.08288 -2.24313 -24.71851
O -7.16743 -1.60616 -25.53733
C -5.97415 -1.42448 -24.96751
O -5.02389 -0.78825 -25.45618
O -5.98191 -2.06973 -23.78626
H -8.70965 -3.06144 -22.15676
H -7.92974 -1.58364 -21.97666
H -7.09565 -3.11351 -21.42920
H -6.96925 -3.80870 -23.76844
H -8.67851 -1.40975 -24.34596
H -8.71861 -3.02423 -25.13546
C -5.15508 -0.71456 -20.06072
C -5.05234 0.20235 -21.22869
C -6.03248 1.35012 -21.17407
O -5.33160 2.54330 -21.39181
C -4.03129 2.26027 -21.50254
O -3.09633 3.03235 -21.81476
O -3.89388 0.96835 -21.19210
H -5.14903 -0.09677 -19.16273
H -4.39853 -1.49596 -19.98890
H -6.13414 -1.17763 -19.93793
H -5.18560 -0.38070 -22.13995
H -6.53791 1.34400 -20.20835
H -6.59765 1.21981 -22.09694
C -10.80388 -0.00628 -17.93957
C -11.17059 -0.69948 -16.65954
C -10.42281 -2.03173 -16.41320
O -9.46534 -1.83617 -15.41065
C -9.49788 -0.54137 -14.99872
O -8.75335 0.05697 -14.18288
O -10.51259 0.08913 -15.62342
H -9.76664 0.31868 -17.85819
H -11.48064 0.83990 -18.05828
H -10.97991 -0.58460 -18.84658
H -12.24978 -0.81650 -16.56078
H -9.98662 -2.26730 -17.38394
H -11.14163 -2.75764 -16.03312
```

***

Entry 3:
DFT (ωB97M-V with the def2-TZVPD basis set) results for a 2-piece molecular cluster, C6H16 overall in a non-equilibrium geometry.

Its SMILES is CCC.CCC. The calculation puts the frontier orbital gap at 12.0 eV.

```
22
C6H16 (ωB97M-V with the def2-TZVPD basis set)
C 0.44208 -1.68000 1.49488
C 0.66357 -2.25114 0.07472
C -1.07624 -1.52229 1.75723
H 0.89204 -0.65777 1.52836
H 1.01283 -2.22557 2.26175
H -0.09921 -1.83561 -0.56928
H 1.74070 -2.25162 -0.13559
H -1.53071 -0.84169 1.05978
H -1.20493 -1.00835 2.68886
H 0.43813 -3.32011 -0.07115
H -1.45622 -2.52673 1.57068
C -0.08238 1.91981 -0.38449
C 1.02325 2.61446 -1.28716
C -0.86949 0.98476 -1.24900
H -0.69781 2.75917 -0.01397
H 0.53422 1.36896 0.31479
H 1.50171 1.74658 -1.72601
H 0.48741 3.19815 -2.04590
H -0.39590 0.03396 -1.49114
H 1.64844 3.31784 -0.74868
H -1.10976 1.40682 -2.21466
H -1.86173 0.77037 -0.81402
```